1.
DFT (ωB97M-V/def2-TZVPD) results for the molecule C10H14N2O2 at a distorted geometry.

Geometry as XYZ:
```
28
Properties=species:S:1:pos:R:3:nbo_charge:R:1
C -2.2429 -1.8170 1.4041 -0.3689
C -1.0729 -1.2878 1.1472 -0.2151
C -0.9584 -0.2730 -0.0237 -0.0350
C -1.0971 -1.0297 -1.4125 -0.1716
C -0.5583 -0.5003 -2.4888 -0.4036
C -2.0948 0.7988 0.0441 0.7118
O -3.2581 0.5610 -0.1374 -0.5740
N -1.4162 1.9817 0.3624 -0.6748
C 0.0124 1.8181 0.2077 0.8064
O 0.7118 2.8240 0.2237 -0.6176
N 0.1995 0.4910 0.1105 -0.4650
C 1.4303 -0.1896 0.1073 -0.0502
C 2.1147 0.1063 1.5082 -0.6461
C 2.3474 0.3184 -1.0394 -0.6155
H -2.3810 -2.3327 2.3634 0.2088
H -3.1005 -1.4728 0.8231 0.2303
H -0.3260 -1.1595 1.9421 0.2206
H -1.8237 -1.8209 -1.3289 0.2194
H -0.5685 -1.0432 -3.4423 0.2288
H -0.0582 0.4466 -2.2184 0.2097
H -1.7852 2.9974 0.3800 0.4407
H 1.1561 -1.1966 -0.0794 0.2245
H 3.0444 0.8233 1.3675 0.2279
H 1.4385 0.6884 2.1661 0.2192
H 2.5846 -0.7722 2.1401 0.2260
H 2.3375 1.3523 -1.2614 0.2347
H 1.9516 -0.1878 -2.0283 0.2109
H 3.4131 -0.1241 -0.8369 0.2176
```

## Properties
* relative energy (zero: lowest compared OMol25 entry of this formula, charge and spin): 0.687 eV
* E: -649.3753 hartree

2.
DFT (ωB97M-V/def2-TZVPD) results for a structure of composition C7H5NO3S2 at a distorted geometry.

Geometry as XYZ:
```
18
Properties=species:S:1:pos:R:3:nbo_charge:R:1
C -2.2278 -1.0518 0.3616 -0.2400
C -1.1890 -1.8174 0.8579 -0.1510
C -2.0838 0.1589 -0.1612 -0.1779
C 0.0285 -1.1447 1.1087 -0.2121
C -0.8399 0.7373 -0.1306 -0.0251
C 0.2841 0.1197 0.4978 -0.1391
C -0.5286 2.9868 -1.1365 0.2713
N -0.7195 1.8710 -0.8468 -0.1593
O 2.1223 -1.1339 -0.9481 -0.9602
O 3.6780 0.6065 -1.2082 -0.9420
O 2.8482 0.0937 1.2199 -0.9519
S 3.4555 -0.6789 -0.6386 1.6988
S 1.8037 1.0492 0.7411 0.8083
H -3.1947 -1.5863 0.0548 0.2196
H -1.1424 -2.8487 1.2221 0.2371
H -2.9489 0.5381 -0.6820 0.2319
H 0.8940 -1.4739 1.6470 0.2459
H -0.2397 3.5744 -1.9588 0.2457
```

## Properties
* relative energy (zero: lowest compared OMol25 entry of this formula, charge and spin): 0.000 eV
* E: -1346.4224 hartree

3.
DFT (ωB97M-V/def2-TZVPD) results for a cluster of 2 separate species, C4H9NO3SSi in total at a distorted geometry.

Geometry as XYZ:
```
19
Properties=species:S:1:pos:R:3:nbo_charge:R:1
H 2.1684 0.1529 -2.2096 0.4006
N 1.1979 0.3644 -1.9528 -1.4207
Si 0.8439 1.5497 -0.9066 2.2308
O 1.3099 3.0608 -0.4933 -1.0813
O -0.2236 0.9616 0.2527 -0.9049
C -1.5902 0.8996 0.1807 0.7790
O -2.2615 1.8615 -0.1395 -0.5601
C -2.0364 -0.4895 0.3936 -0.1447
C -3.3519 -0.7176 0.6266 -0.2847
C -1.0196 -1.5480 0.4346 -0.6551
H 1.2743 3.3328 0.4074 0.5182
H -3.7690 -1.6928 0.9944 0.1934
H -4.1744 -0.0440 0.8169 0.2152
H -1.1099 -2.0428 -0.6023 0.2374
H -1.0800 -2.2560 1.2808 0.2258
H -0.0298 -1.1317 0.4143 0.2507
S 4.0016 -0.7300 0.3806 -0.3155
H 5.0378 0.2382 -0.0257 0.1674
H 4.8126 -1.7691 0.1471 0.1484
```

## Properties
* relative energy (zero: lowest compared OMol25 entry of this formula, charge and spin): 3.528 eV
* E: -1125.9783 hartree

4.
DFT (ωB97M-V/def2-TZVPD) results for a cluster of 2 separate species, C4H12 in total.

Geometry as XYZ:
```
16
Properties=species:S:1:pos:R:3:nbo_charge:R:1
C 1.1473 -0.4116 -1.8842 -0.6169
C 0.7116 -1.6613 -1.1249 -0.6162
H 1.6127 -0.6393 -2.8415 0.2076
H 0.3578 0.3190 -2.0395 0.2065
H 1.9362 0.0831 -1.3206 0.2039
H 0.5674 -2.5368 -1.7568 0.2061
H 1.5000 -1.9650 -0.4283 0.2028
H -0.1638 -1.5395 -0.4874 0.2064
C -0.7967 0.6969 2.1757 -0.6069
C -1.0527 1.3745 0.8443 -0.6095
H 0.0086 1.1562 2.7405 0.2039
H -1.6872 0.7241 2.8090 0.2018
H -0.5735 -0.3584 2.0376 0.2025
H -1.0847 2.4629 0.8809 0.2039
H -1.9850 1.0320 0.3956 0.2022
H -0.2749 1.1599 0.1064 0.2019
```

## Properties
* relative energy (zero: lowest compared OMol25 entry of this formula, charge and spin): 0.141 eV
* E: -159.5798 hartree

5.
DFT (ωB97M-V/def2-TZVPD) results for the molecule C4H8O at a distorted geometry.

Geometry as XYZ:
```
13
Properties=species:S:1:pos:R:3:nbo_charge:R:1
C -1.8756 -1.0195 -0.0372 -0.6449
C -0.4823 -0.5991 0.3534 -0.2020
C -0.0549 0.6802 0.2573 -0.2188
C 1.4556 1.0825 -0.0189 -0.0951
O 2.5314 0.1184 -0.3172 -0.7430
H -2.4201 -0.0669 -0.6162 0.2112
H -2.4692 -1.5331 0.7708 0.2201
H -1.7872 -1.6397 -0.8992 0.2251
H 0.2796 -1.3684 0.6582 0.1980
H -0.5378 1.4885 0.7223 0.2070
H 1.4768 1.6446 -0.9161 0.1790
H 1.5857 1.9281 0.7522 0.1820
H 2.2980 -0.7156 -0.7094 0.4814
```

## Properties
* relative energy (zero: lowest compared OMol25 entry of this formula, charge and spin): 3.061 eV
* E: -232.3332 hartree

6.
DFT (ωB97M-V/def2-TZVPD) results for a structure of composition C57H52CdN4S5.

Geometry as XYZ:
```
119
Properties=species:S:1:pos:R:3:mulliken_charge:R:1
Cd -0.1374 0.2127 0.5460 3.0966
S -2.5040 4.1669 1.9308 -0.4179
C -1.6818 2.8282 1.3425 -0.0166
S -1.0440 1.6290 2.4426 -0.5356
S -1.3924 2.5693 -0.3383 -0.3376
S 6.5187 0.4700 3.8916 -0.2901
C 7.5150 1.6756 3.1786 -0.3728
C 6.8816 2.2728 2.1322 -0.9889
C 5.5860 1.7517 1.8915 -0.1847
C 5.2309 0.7499 2.7632 0.7582
C 4.0068 -0.0249 2.8220 0.6790
C 2.9761 0.1965 1.8946 -0.6862
N 1.8440 -0.4680 1.8423 0.9081
C 1.6099 -1.4460 2.7834 -1.2860
C 2.5970 -1.7379 3.7749 0.7663
C 2.3143 -2.7636 4.7473 -1.0766
C 1.1511 -3.4380 4.7337 -1.0916
C 0.1394 -3.1639 3.7449 0.6649
C -1.0579 -3.8443 3.7114 -1.0755
C -2.0162 -3.5465 2.7273 0.0866
C -1.6745 -2.5412 1.8097 0.2244
N -0.5463 -1.8693 1.8070 0.8270
C 0.3944 -2.1499 2.7703 -0.9002
C -3.2898 -4.2340 2.6253 0.6999
C -4.3764 -3.9332 1.8404 -0.2147
C -5.4477 -4.8496 1.9889 -0.8693
C -5.1859 -5.8399 2.8851 -0.3969
S -3.6107 -5.6661 3.5503 -0.2684
C 3.7793 -1.0316 3.7781 -1.2453
H 8.4975 1.8796 3.5712 0.4144
H 7.3244 3.0632 1.5412 0.3951
H 4.9467 2.0960 1.0922 0.5560
H 3.1006 0.9649 1.1416 -0.4638
H 3.0679 -2.9743 5.4988 0.3888
H 0.9470 -4.2052 5.4732 0.3786
H -1.2498 -4.6044 4.4623 0.3498
H -2.3646 -2.2996 1.0086 -0.7189
H -4.4093 -3.0810 1.1774 0.5423
H -6.3818 -4.7660 1.4504 0.3861
H -5.8258 -6.6504 3.1923 0.4163
H 4.5226 -1.2585 4.5358 0.3565
C 2.3762 4.4766 -2.0242 -1.9828
C 2.1031 3.2232 -1.1974 1.0811
C 1.9950 3.5719 0.2890 -1.2651
C 3.1293 2.1308 -1.4028 1.5888
C 4.4756 2.4255 -1.5871 -0.4901
C 5.4210 1.4193 -1.7333 -1.3622
C 5.0292 0.0945 -1.6497 -0.4286
C 3.6924 -0.2465 -1.4653 2.0224
C 3.2722 -1.7013 -1.3758 2.0305
C 4.1272 -2.4876 -0.3801 -1.5439
C 3.2922 -2.3638 -2.7561 -1.6066
C 2.7377 0.7788 -1.3938 -2.0279
N 1.3753 0.4185 -1.2986 1.3333
C 0.7570 0.1578 -2.4347 -0.6196
C -0.5075 -0.5244 -2.4638 -1.0575
N -1.0858 -0.9639 -1.3647 1.6842
C -2.1725 -1.8550 -1.5128 -2.6658
C -1.9203 -3.2065 -1.8329 1.7965
C -3.0015 -4.0727 -1.9469 -0.9419
C -4.3024 -3.6315 -1.7549 -1.2750
C -4.5357 -2.3021 -1.4518 -0.3571
C -3.4865 -1.3954 -1.3286 2.0341
C -3.7554 0.0589 -1.0116 1.3862
C -4.8791 0.6503 -1.8607 -1.9722
C -4.0390 0.2574 0.4779 -1.3037
C -0.4997 -3.6990 -2.0605 2.0580
C -0.4258 -4.9580 -2.9204 -2.1775
C 0.2299 -3.9195 -0.7343 -1.0426
C -0.9035 -0.6872 -3.8810 0.3332
C -1.9784 -1.2271 -4.5407 0.2304
C -1.9916 -1.1991 -5.9612 -1.2719
C -0.9717 -0.6610 -6.7010 -0.8540
C 0.1537 -0.0953 -6.0429 1.1311
C 1.2927 0.4921 -6.6574 -0.9149
C 2.3028 0.9871 -5.8757 -1.2771
C 2.2684 0.9477 -4.4558 0.4754
C 1.1766 0.3934 -3.8349 0.5361
C 0.1413 -0.1247 -4.6559 -1.1536
H 1.5286 5.1576 -1.9320 0.4598
H 2.5116 4.2371 -3.0819 0.3929
H 3.2656 5.0113 -1.6779 0.3532
H 1.1308 2.8310 -1.4965 -0.5034
H 2.9533 3.9426 0.6704 0.2900
H 1.6943 2.7088 0.8857 0.0470
H 1.2266 4.3305 0.4450 0.4811
H 4.7917 3.4616 -1.6206 0.1451
H 6.4650 1.6702 -1.8814 0.3730
H 5.7726 -0.6905 -1.7317 0.2945
H 2.2435 -1.7135 -1.0118 -1.6363
H 5.1783 -2.5017 -0.6789 0.3291
H 3.7822 -3.5233 -0.3253 0.4039
H 4.0656 -2.0564 0.6201 0.2375
H 4.3094 -2.3930 -3.1592 0.4010
H 2.6654 -1.8198 -3.4649 0.2087
H 2.9257 -3.3918 -2.6923 0.3993
H -2.8300 -5.1135 -2.1899 0.3040
H -5.1290 -4.3276 -1.8380 0.3748
H -5.5526 -1.9531 -1.3110 0.2599
H -2.8505 0.6237 -1.2326 -0.9758
H -5.8530 0.2161 -1.6158 0.3378
H -4.6949 0.4942 -2.9266 0.3791
H -4.9374 1.7246 -1.6778 0.4703
H -4.9449 -0.2808 0.7802 0.2856
H -4.1645 1.3188 0.6998 0.4137
H -3.2085 -0.0896 1.0952 0.0872
H 0.0376 -2.9162 -2.6017 -0.7848
H -0.8186 -5.8326 -2.3950 0.4195
H 0.6173 -5.1692 -3.1661 0.4183
H -0.9798 -4.8404 -3.8542 0.4164
H -0.2966 -4.6578 -0.1220 0.3886
H 0.2925 -2.9959 -0.1624 -0.4188
H 1.2448 -4.2847 -0.9137 0.5174
H -2.8118 -1.6709 -4.0134 0.6173
H -2.8472 -1.6260 -6.4718 0.4226
H -1.0184 -0.6631 -7.7844 0.3735
H 1.3578 0.5431 -7.7386 0.3727
H 3.1703 1.4301 -6.3512 0.4212
H 3.1038 1.3497 -3.8994 0.6356
```

## Properties
* total charge: -2
* relative energy (zero: lowest compared OMol25 entry of this formula, charge and spin): 0.000 eV
* E: -4581.1743 hartree